(1)
ORCA calculation (ωB97M-V/def2-TZVPD) on C24H40AlBN6 as an isolated structure at a distorted geometry.

- Highest occupied orbital energy: -0.48467 Ha
- LUMO: -10.94 eV
- M: 450.420 g/mol
- Charge: +2
- ΔE to the lowest compared entry with this formula, charge and spin: 0.000 eV

The geometry in XYZ format:
```
72
Properties=species:S:1:pos:R:3:forces:R:3:mulliken_charge:R:1
H -0.740660 1.417232 -4.763911 -0.304 -0.258 -0.331 0.3968
H -4.066683 -1.418576 5.559280 0.004 -0.003 -0.056 0.3540
C -1.942915 -1.091549 5.430291 0.029 0.930 -0.309 -0.2306
C -3.379500 -0.570880 5.469743 -0.336 -0.856 0.215 -1.1228
C 4.054131 -2.368558 3.377489 -0.394 0.629 0.262 -0.5521
C -2.054894 -1.827276 3.009883 0.367 0.294 -0.061 0.1529
C -0.535066 -0.160104 -7.142440 -0.487 0.797 -0.198 -1.2722
C 4.489341 0.318310 -3.966834 -0.713 -0.773 -0.553 -0.7699
H 3.734699 -3.018886 0.139815 0.411 -0.146 0.063 0.4462
H -1.597790 -1.464778 6.392988 -0.273 -0.217 0.040 0.3653
H -1.279703 -0.245059 5.225161 0.114 -0.057 -0.130 0.0819
H 2.331314 2.252557 1.440951 0.193 0.209 0.353 0.5246
H 2.105421 -1.170244 3.454724 0.223 0.138 0.207 0.4897
H 0.172912 -0.772658 -1.557061 -0.242 0.102 -1.133 -0.5091
C 3.741914 0.840438 -2.906540 0.091 0.193 0.294 -0.1273
H -3.668942 -0.048896 4.557391 0.151 0.144 0.021 0.2138
H -4.220021 2.141419 2.347652 -0.205 0.794 0.123 0.2699
H -5.626534 2.313277 1.218703 0.004 0.426 0.331 0.4005
H -0.215935 -0.821588 0.275338 -0.864 0.165 1.022 -0.6622
C -0.364278 2.139046 3.359542 0.353 -0.666 0.942 -0.8148
H -0.121171 -0.301555 -8.138770 0.072 -0.198 0.062 0.3687
N -1.315477 -1.413494 -3.599529 -0.120 -0.402 0.277 -0.2877
H -1.313729 0.602700 -7.249053 0.073 0.045 -0.012 0.3193
H 1.478519 -0.163062 -0.296553 0.969 0.932 0.457 -0.8017
C 4.614775 -2.964380 2.273089 0.249 -0.585 0.528 -0.7759
H 1.052733 -2.026544 -0.391063 0.637 -1.271 -0.105 -0.3928
H 2.038629 -1.533647 0.979481 0.096 -0.121 0.181 0.2811
H 1.263270 -0.496667 -6.072800 0.174 0.143 0.085 0.2004
C -3.617865 2.722394 -1.023964 -0.105 0.046 -0.399 -0.5772
H -2.795122 3.432674 0.822139 -0.089 0.260 0.113 0.1755
H 5.504048 -3.572382 2.308397 -0.052 -0.056 -0.328 0.4216
H -1.639635 1.025208 1.868881 -0.079 -0.026 -0.193 0.6325
C -0.720772 1.503226 2.159838 0.457 0.377 -0.075 -0.2450
N 3.021024 -0.164359 -2.340203 0.616 0.184 0.058 0.3078
H 4.340698 -2.364762 4.415958 0.360 -0.205 -0.108 0.4292
C -1.719505 -2.185952 4.378987 -0.475 -0.683 0.894 -0.5342
C 4.103042 -1.026122 -4.087197 0.795 0.491 -0.039 -0.5386
H 3.625898 1.842770 -2.525384 0.257 0.046 -0.093 0.4453
H -0.719510 -2.602979 4.502543 0.138 0.164 -0.538 0.3217
H -4.597018 2.686006 -1.507655 0.077 -0.042 -0.114 0.3177
H 4.398150 -1.687233 -4.884836 0.075 -0.174 0.183 0.4758
C 2.908730 -1.671764 2.938612 -0.417 -0.010 -0.711 -0.1795
H 5.135371 0.826523 -4.661161 -0.017 0.246 0.146 0.4290
C -0.774927 -0.549453 -4.121717 0.231 -0.022 -0.270 0.0691
N -2.328225 -1.523459 1.935536 0.039 -0.149 -0.103 -0.3089
N 0.374904 1.544139 1.354944 -0.561 0.162 -0.254 0.2412
H -2.379261 -3.029814 4.615313 -0.027 0.052 0.052 0.3515
C -3.783266 3.218317 0.415419 -0.390 -0.478 0.546 -0.2464
H 2.477075 -0.057121 -1.485643 -0.163 -0.312 -0.354 0.3266
H -2.963924 3.342881 -1.643101 -0.266 0.422 0.205 0.3217
B 0.636272 -0.940366 -0.508039 -0.628 -0.408 -0.152 1.6805
H 0.416135 1.124622 0.430955 -0.040 -0.031 0.190 0.1916
C -4.545659 2.227109 1.311558 0.318 -1.710 -0.621 -1.1279
C 1.414030 2.135246 1.994427 -0.076 -0.983 -0.309 -0.3241
H 0.688593 0.935933 -4.058830 0.223 -0.515 0.035 0.0371
H -0.964696 2.244075 4.249615 -0.217 0.047 -0.197 0.5411
H 1.587704 2.871548 4.085111 0.017 -0.006 -0.047 0.4994
C 3.763517 -2.701459 1.170334 -0.198 0.756 -0.090 -0.0246
H 1.046141 1.202476 -6.471405 -0.109 0.073 -0.070 0.3450
C -0.065792 0.552312 -4.755912 0.082 1.269 0.264 -0.2057
N 2.796990 -1.862505 1.588951 -0.297 -0.229 0.104 0.2145
H -1.067763 -1.055603 -6.823469 0.300 -0.178 0.038 0.3610
C 3.272021 -1.321893 -3.002784 -0.971 0.223 0.204 -0.3226
H -4.424265 4.097034 0.413664 0.594 0.456 -0.227 0.3438
H -3.599338 0.040574 6.342411 0.273 0.243 -0.099 0.3747
C 0.522911 0.304748 -6.150559 -0.204 -1.065 0.266 -0.3145
N -2.613434 0.328081 -1.245409 0.207 -0.217 0.160 -0.2090
H -4.383647 1.185802 0.982406 0.170 0.187 -0.204 0.2746
Al -1.681984 -2.817285 -0.904077 0.138 1.027 -0.231 0.7722
C -3.027289 1.393983 -1.144665 -0.286 -0.346 0.239 0.0973
C 0.993097 2.410284 3.313599 -0.118 0.877 -0.217 -0.7946
H 2.752185 -2.210033 -2.680554 0.146 -0.156 -0.226 0.4080
```
Forces are in eV/Å.

(2)
ORCA calculation (ωB97M-V/def2-TZVPD) on C24H40AlCaCl5LiN2O11S as an isolated structure at a distorted geometry.

- Highest occupied orbital energy: -0.51292 Ha
- LUMO: -12.82 eV
- M: 815.920 g/mol
- Charge: +3

The geometry in XYZ format:
```
86
Properties=species:S:1:pos:R:3:forces:R:3:mulliken_charge:R:1
C -9.784239 -4.911354 -1.645953 -0.143 -0.054 -0.026 0.3360
H -2.754709 1.552963 -0.623002 -0.078 -0.687 0.287 0.6124
H -1.460408 -1.687911 -0.646236 -0.212 -0.262 0.046 1.0977
H -7.166209 0.166347 1.309226 0.060 0.012 -0.006 0.3377
H 0.283285 2.275673 2.297717 0.569 0.032 -0.112 0.4599
H 1.464079 -4.373544 0.945989 0.077 -0.149 0.047 0.6904
O 7.995417 1.901598 -0.651991 -0.076 -0.090 0.067 -0.4568
H -7.843904 -1.493141 1.478173 0.018 -0.030 -0.063 0.3735
O -0.785049 -6.432669 -0.409552 0.065 0.331 0.171 -0.3954
O -4.723043 -0.563184 0.130826 0.789 -0.820 0.270 -0.4305
H 5.029231 2.311058 -1.816209 -0.025 0.268 -0.246 0.3319
H 3.250189 2.807823 2.683299 -0.015 -0.348 -0.375 -0.2308
O -0.374618 -0.884939 -3.642791 -0.203 -0.257 -1.286 -0.4900
H -6.858225 -3.574413 -2.444496 0.246 0.193 -0.288 -0.0567
C 0.434545 -1.594508 -1.588473 0.231 -0.280 0.619 0.3349
C -1.814260 1.857154 -0.177203 -0.010 0.900 0.449 -0.1855
H -0.854916 0.078042 -0.337378 0.559 -0.066 0.576 -0.6091
O 6.964841 3.683282 -1.193583 -0.088 0.056 -0.014 -0.4262
Al 4.444097 -2.351804 3.127680 0.088 -0.572 0.074 0.7886
C -0.580208 1.077573 -0.652997 -0.813 -0.141 -1.604 0.8373
S -5.849049 -1.453963 0.261686 -2.320 0.705 -0.541 1.0841
H 4.277675 0.913845 -2.550218 -0.093 -0.026 -0.184 0.4104
H 6.254936 -0.093974 1.704043 0.059 -0.161 -0.176 0.4263
H -1.092699 1.285268 -2.735131 -0.120 0.087 -0.068 0.3980
Li -4.066463 -2.498840 1.523958 0.281 -0.206 0.096 0.8591
C 2.091894 -3.102698 -0.696931 -0.273 -0.250 0.502 -0.9726
C 4.859188 1.535566 2.045200 -0.101 0.037 -0.188 1.0692
H 5.137585 5.821413 3.324247 -0.237 -0.170 0.225 0.4566
H -5.473177 -0.830906 -2.466468 -0.011 0.072 0.261 0.2714
H 4.120171 2.993532 0.644666 -0.125 0.123 -0.215 0.3597
C 1.720513 -2.123092 -1.615301 0.147 -0.087 0.155 0.1839
C -0.057134 -0.546675 -2.551410 0.127 0.138 0.461 -0.2651
C -1.604374 1.550724 1.352631 -0.636 0.634 -0.788 -1.0684
H 3.263624 2.280697 -2.100864 -0.004 0.310 0.004 0.2597
H -0.820816 -3.427530 0.988673 -0.042 -0.143 -0.010 0.3388
Cl -10.852548 -3.513316 -1.746305 0.019 0.019 0.002 -0.0885
C -6.944784 -0.880351 1.504618 0.056 -0.067 0.146 -0.8562
Cl -10.593151 -6.229974 -0.816200 0.035 0.031 -0.006 -0.0759
Cl -4.241511 2.007613 2.627028 -0.271 -0.250 0.161 -0.5229
H 5.250831 -0.250583 3.153185 0.291 0.085 0.133 0.3524
H 4.174269 1.976693 4.050584 -0.128 0.069 0.167 0.9098
O -1.790346 3.248657 -0.390672 0.156 -0.110 -0.261 -0.5696
C 4.606823 2.024593 0.598764 0.291 -0.873 0.573 -1.0091
C -0.102687 -3.071711 0.263284 0.224 -0.378 0.325 -1.4280
C -6.006476 -2.927300 -2.665584 -0.018 -0.153 0.338 -0.6134
O 8.787572 3.173313 -2.167191 0.024 0.012 0.032 -0.4813
C -0.259660 0.917359 -2.143952 0.346 0.555 0.778 -1.1043
H 3.093340 -3.507199 -0.692426 0.124 -0.028 -0.284 0.6063
H 3.830908 5.039052 2.335531 -1.367 0.029 -0.522 -0.2416
H 2.161186 0.447043 -1.258670 -0.356 -0.075 -0.077 0.2380
H 2.969055 1.103075 3.083010 -0.276 0.114 0.107 0.2261
C -0.179658 1.868784 1.415208 -0.317 -0.456 0.972 -0.2786
Cl -8.318397 -4.452752 -0.736993 -0.150 -0.143 0.319 -0.0880
H -6.449849 -0.984065 2.470702 0.021 0.091 -0.015 0.3221
H -0.532938 -5.748698 -1.054684 -0.022 -0.145 -0.169 0.3248
C 5.249759 0.050772 2.091218 -0.327 0.427 0.600 -1.2668
C 2.464531 0.757112 -0.267361 0.821 -0.793 -0.165 -0.4460
O 1.733485 1.930613 0.114814 -0.355 0.276 0.070 -0.3791
H -7.138630 -1.122180 -2.929140 -0.168 0.075 0.256 0.2866
C 3.727887 1.884722 3.051400 0.402 -0.484 -0.579 -1.8720
C 1.187011 -3.597401 0.251537 -0.004 0.628 -0.542 -0.9296
Ca 3.226293 4.403055 4.113502 1.223 0.862 0.153 1.6724
H -1.827796 0.488276 1.468070 0.301 -0.194 0.303 0.3386
H 4.919075 6.217943 1.605221 -0.053 -0.125 -0.065 0.3063
N 7.927277 2.925860 -1.343261 0.051 -0.057 -0.056 1.1815
H -2.273475 2.057651 2.077936 0.155 0.151 -0.325 0.2274
H -5.759413 -2.998837 -3.723921 -0.059 0.095 -0.026 0.4322
Cl -9.308961 -5.417534 -3.266375 0.026 0.015 -0.004 -0.0940
H 0.599264 1.522989 -2.431467 0.145 -0.056 -0.197 0.4157
O -5.538622 -2.865035 0.515850 0.660 0.427 0.321 -0.7486
H 2.240312 -0.079927 0.401907 -0.125 0.186 0.367 0.3723
C -0.458681 -2.101193 -0.643778 -0.232 0.543 -0.364 0.3809
H 4.447002 0.093449 -0.422139 0.215 -0.071 0.100 0.3577
C 4.989082 5.338767 2.270745 0.848 0.483 0.273 -0.6515
C 3.961034 1.066025 -0.408804 -0.814 1.119 -0.517 0.9394
C 4.134178 1.700864 -1.813825 0.415 -0.623 0.310 -1.3724
H -0.906506 3.577066 -0.584675 -0.024 0.104 -0.079 0.4380
H -5.155412 -3.305698 -2.096302 0.030 0.025 -0.049 0.2253
O 5.737386 4.354507 1.979622 -0.386 -0.387 0.642 -0.5230
O -6.811520 -1.344630 -0.931524 0.243 0.000 -0.121 -0.2368
H 5.597705 2.215146 0.202491 0.106 0.232 -0.047 -0.4370
C -6.325679 -1.492237 -2.311624 0.244 -0.229 -0.850 -0.2807
H 4.537332 -0.592931 1.554896 -0.046 0.105 -0.240 0.1295
H 2.457695 -1.780383 -2.327646 -0.038 0.058 -0.183 0.6452
H 5.728176 2.084156 2.394828 0.084 0.181 -0.094 0.6991
N 0.410462 1.641369 0.306743 0.291 -0.399 0.276 0.8364
```
Forces are in eV/Å.

(3)
ORCA calculation (ωB97M-V/def2-TZVPD) on C24H40BaN9O4S as an isolated structure at a distorted geometry.

- Highest occupied orbital energy: -0.41802 Ha
- LUMO: -3.13 eV
- M: 688.038 g/mol
- Charge: +1
- ΔE to the lowest compared entry with this formula, charge and spin: 0.000 eV

The geometry in XYZ format:
```
79
Properties=species:S:1:pos:R:3:forces:R:3:mulliken_charge:R:1
H 9.820311 6.474402 9.408572 -0.283 -0.395 -0.331 0.5136
H 12.180575 12.315315 6.877664 -0.538 -0.048 0.416 0.3253
H 6.245625 10.630639 8.050654 0.224 -0.736 -0.428 0.3902
H 5.950933 13.601872 12.668604 0.407 -0.856 0.758 -0.0130
H 12.788239 9.614936 15.053559 -0.343 0.293 0.251 0.5326
N 9.462737 10.988715 8.278681 1.795 -0.643 0.793 -0.2435
H 7.711767 9.929485 13.917229 0.178 -0.280 -0.259 0.3274
O 5.899966 20.555145 11.971279 -1.522 -1.020 -1.124 -0.5476
C 5.692278 9.062802 10.125963 -0.506 -0.960 -0.790 -1.2657
H 4.642378 11.140953 8.593477 0.123 -0.408 0.248 0.3218
S 10.002984 13.637988 13.495885 -0.364 0.054 -0.130 -0.1899
N 6.667548 11.579997 13.095954 0.603 1.142 0.290 1.1167
H 11.830251 5.801890 10.627576 0.357 -0.440 0.163 0.4211
O 4.058858 19.817555 10.973409 1.416 0.298 0.625 -0.5425
C 11.194093 12.936183 14.400079 0.353 -0.522 -0.791 0.3062
C 12.121109 13.101485 8.851738 -2.252 -0.146 1.152 -0.8778
H 4.650169 11.027373 13.246355 -0.463 0.132 0.240 0.4167
H 5.337865 12.185392 10.896748 0.001 0.905 0.443 -0.0741
C 9.672541 8.289961 10.568421 -0.706 -0.444 -0.820 -0.1670
C 7.216923 18.303973 11.235392 -0.283 -1.039 -0.511 -0.6225
C 11.938453 7.571282 11.822618 -0.187 0.836 0.503 -0.9587
C 7.437559 10.944390 14.167554 -1.397 0.438 0.814 -0.8299
H 8.713678 8.542925 10.135620 -0.106 0.351 -0.236 0.4387
C 5.229307 11.154019 11.157493 -0.910 0.000 0.406 -0.1432
H 4.565549 8.887002 10.135776 1.170 0.096 0.205 0.3085
C 10.103000 12.133699 7.578563 -1.292 0.377 -0.022 -0.3057
H 5.768398 9.788486 12.691332 -0.207 0.031 0.174 0.3369
H 6.062119 8.597166 9.187928 -0.117 0.287 0.495 0.3642
N 10.148357 9.135445 11.457165 0.573 -0.338 0.661 0.5258
C 5.714271 11.091675 8.857685 -0.007 1.509 -0.134 -1.0840
H 7.830178 19.195774 11.292815 -0.306 -0.027 0.059 0.4439
Ba 8.762024 11.818971 11.156779 0.300 -0.010 -0.549 0.6565
H 10.064825 10.133816 8.130703 -1.328 1.186 0.083 0.1737
H 12.469263 13.228810 16.024171 -0.538 0.149 -0.618 0.2081
C 11.782567 9.691651 13.145743 0.024 -0.106 0.526 0.9471
H 13.825021 9.357056 13.718107 0.175 -0.021 -0.298 0.3925
H 12.900294 7.344469 12.301232 -0.666 -0.131 -0.272 0.4130
C 5.029619 17.217366 11.168765 -0.952 1.444 0.288 -0.8527
N 6.018705 10.469762 10.144815 0.315 0.032 -0.034 0.7052
C 6.289885 12.943061 13.517597 0.282 0.779 0.490 -0.9173
N 11.449361 12.800012 10.217801 0.325 0.496 -2.389 -0.0739
C 5.809659 18.344878 11.305342 1.388 0.653 -0.303 0.3218
N 11.248266 10.833652 13.264245 -0.506 1.563 -0.276 0.5319
H 6.797140 10.892571 15.099599 0.828 0.051 -0.550 0.3424
H 8.883294 16.982142 10.844609 -0.060 -0.070 0.095 0.4328
N 11.813762 13.618607 15.338530 0.440 1.957 2.103 -0.4139
C 10.246611 7.074577 10.175902 -0.204 1.360 1.350 -1.0692
H 8.316905 11.572353 14.329099 0.013 -0.285 0.306 0.1433
H 12.725297 8.113183 14.245399 -0.106 -0.070 -0.175 0.4854
C 11.284892 8.779315 12.109079 -0.510 -0.548 -0.948 0.1781
H 12.638845 11.487570 14.550435 1.549 -0.072 0.942 0.2716
H 11.406934 14.546212 15.553333 0.592 -1.019 -0.196 0.2631
N 5.201201 19.692510 11.412776 -0.028 0.307 0.772 0.8748
N 11.759411 11.713720 14.198700 -1.974 -1.275 -1.461 -0.6175
H 9.837099 12.066416 6.526346 0.479 -0.081 -0.379 0.4260
H 11.204898 13.708479 10.558462 -0.229 0.429 0.809 0.1368
C 7.636393 14.625177 10.654695 1.399 -1.124 0.099 0.1669
C 11.613792 12.129919 7.818524 0.292 0.168 -0.947 -0.6484
C 5.524699 10.856559 12.634996 0.583 -1.137 -1.370 -1.4659
O 8.867724 14.458458 10.886442 0.343 0.513 0.058 -0.9849
H 11.894498 11.120582 8.111730 0.107 -0.220 0.111 0.2985
H 12.131771 12.387951 10.816012 0.508 -0.113 0.587 0.0833
C 12.808254 9.180557 14.063687 1.253 -0.522 0.755 -2.1717
H 5.488193 12.951543 14.313822 0.560 -0.227 -0.709 0.3231
H 13.169481 13.048130 8.935437 1.355 -0.121 0.143 0.4458
H 7.198977 13.382458 14.000079 -0.792 0.006 -0.549 0.3313
C 11.350984 6.720776 10.896901 1.099 -0.469 -0.678 -0.4779
H 5.068588 15.113025 10.905963 0.274 0.405 -0.104 0.3345
C 7.811874 17.058191 10.976020 -0.545 0.766 0.627 -0.5577
H 6.054542 12.148395 8.833079 -0.171 -0.549 0.388 0.1967
O 6.936801 13.684196 10.246454 -1.053 -1.096 -0.434 -0.4302
H 8.518417 10.837301 7.988804 -0.403 -0.285 -0.521 0.0628
H 4.172195 10.911025 11.011964 -0.284 -0.084 -0.195 0.4307
H 11.873559 14.129050 8.541637 -0.044 -0.319 0.281 0.3508
H 6.198490 8.545637 10.948350 -0.428 -0.035 0.001 0.3147
C 5.670691 16.028918 10.974544 -2.182 -1.673 0.311 0.2807
H 9.555076 13.073068 7.873413 0.874 -0.670 0.252 0.1994
H 3.938596 17.330541 11.235895 0.600 -0.235 -0.149 0.4243
C 7.012386 15.909240 10.915014 1.636 1.852 -0.394 0.3089
```
Forces are in eV/Å.

Among the records above, which one has the lowest highest occupied orbital energy? C24H40AlCaCl5LiN2O11S